{"formula": "C6H10N2O", "method": "the ωB97M-V functional and the def2-TZVPD basis", "species": ["C", "C", "C", "C", "C", "C", "H", "H", "H", "H", "H", "H", "H", "H", "H", "H", "N", "N", "O"], "coordinates": [[-1.810069, -0.457149, 0.464417], [-0.417576, 0.290506, 0.597136], [1.561278, 1.255127, -0.262773], [2.035954, -0.176377, -0.151652], [1.563585, -1.450802, -0.052274], [-0.489107, -0.940495, -0.152295], [-3.321714, -0.726031, -0.996103], [-3.503232, 0.546631, -0.087247], [-2.203171, -0.896581, 1.272308], [-0.026821, -0.004919, 1.574726], [-0.105345, 2.390532, 0.432059], [2.203989, 1.777128, 0.528258], [1.698883, 1.777118, -1.300269], [3.185547, -0.260147, 0.081207], [2.430386, -2.186922, -0.001355], [-0.463159, -0.515811, -1.144632], [-2.767608, 0.059905, -0.566821], [0.073021, 1.483181, -0.076348], [0.355155, -1.964886, -0.158333]], "forces_ev_per_a": [[2.34, 1.89, -4.92], [-0.94, -0.06, 2.24], [-0.42, 1.75, -0.64], [2.09, -1.19, 0.51], [4.26, 0.38, -0.64], [-3.18, 3.51, -3.04], [1.17, 0.71, 0.47], [-0.16, 0.65, 0.39], [-1.14, -1.41, 3.20], [-0.01, 0.87, 0.50], [0.25, -1.64, -0.58], [-1.02, -0.21, -1.08], [0.71, -1.23, 1.78], [-2.24, 0.58, -0.81], [-1.77, 0.49, 0.14], [-0.76, -0.25, -1.00], [-0.09, -1.79, 0.35], [0.37, -0.46, 1.30], [0.55, -2.59, 1.85]], "nbo_charge": [-0.0357, -0.0800, -0.2665, -0.3492, 0.1293, 0.0272, 0.3558, 0.3503, 0.1889, 0.1787, 0.3739, 0.1933, 0.2197, 0.2226, 0.1997, 0.1850, -0.8198, -0.6221, -0.4510], "e_above_lowest_kcal_mol": 108.9, "gap_ev": 9.45}

***

{"formula": "C5H4O2", "method": "the ωB97M-V functional and the def2-TZVPD basis", "species": ["O", "C", "C", "C", "C", "C", "O", "H", "H", "H", "H"], "coordinates": [[-0.057201, 1.324211, 1.347936], [-0.002852, 0.695060, 0.195750], [-1.126517, -0.231631, -0.167210], [-0.224757, -1.351450, -0.596802], [1.097982, -1.071463, -0.495353], [1.341992, 0.349953, -0.299881], [2.323029, 1.060270, -0.219169], [-1.750193, -0.472132, 0.698581], [-1.775843, 0.183523, -0.950463], [-0.610150, -2.295970, -0.972616], [0.784515, 1.809626, 1.459231]], "forces_ev_per_a": [[0.11, 0.85, 0.44], [-0.07, 0.21, -0.34], [0.65, 0.19, 0.17], [0.38, -0.80, -0.27], [-0.97, -0.20, -0.61], [-0.16, 0.15, 0.64], [-0.11, -0.20, -0.03], [0.15, -0.03, -0.07], [0.12, -0.20, 0.08], [0.08, 0.11, -0.03], [-0.19, -0.07, 0.03]], "nbo_charge": [-0.6088, 0.3431, -0.5233, -0.1889, -0.0375, 0.3483, -0.5421, 0.2427, 0.2427, 0.2159, 0.5080], "e_above_lowest_kcal_mol": 93.9, "gap_ev": [8.47, 6.91]}

***

{"formula": "C14H14N8O2Pd", "method": "the ωB97M-V functional and the def2-TZVPD basis", "species": ["Pd", "O", "C", "N", "C", "O", "C", "C", "C", "C", "C", "N", "C", "C", "C", "C", "C", "N", "H", "H", "H", "H", "H", "H", "H", "H", "N", "N", "N", "C", "N", "N", "H", "H", "H", "C", "H", "H", "H"], "coordinates": [[-0.262849, 0.043135, -0.060127], [-4.177915, 0.502017, 0.645791], [-3.073220, 0.145637, 0.375670], [-1.917518, 0.923587, 0.355191], [-1.841452, 2.293954, 0.658868], [-2.690702, 2.940874, 1.185379], [-0.520374, 2.870937, 0.206529], [-0.285480, 4.224008, 0.261593], [0.913711, 4.705533, -0.255448], [1.822107, 3.817573, -0.812489], [1.530812, 2.464799, -0.812368], [0.380404, 2.008607, -0.311716], [-2.752259, -1.270256, -0.054588], [-3.735140, -2.222740, -0.188796], [-3.369528, -3.502133, -0.594109], [-2.035236, -3.781670, -0.852206], [-1.093415, -2.780699, -0.695073], [-1.459256, -1.552068, -0.321749], [-1.041239, 4.869164, 0.689128], [1.129324, 5.765403, -0.232774], [2.751189, 4.160344, -1.244527], [2.211765, 1.739488, -1.233887], [-4.758551, -1.942971, 0.024769], [-4.118981, -4.274912, -0.701983], [-1.717566, -4.766186, -1.164592], [-0.041967, -2.951472, -0.871778], [4.890960, -0.825668, 0.537479], [3.661086, -1.062549, -0.005337], [3.493139, -1.888117, -1.016628], [2.217865, -1.721973, -1.294386], [1.656992, -0.817740, -0.473237], [2.613489, -0.406855, 0.357316], [5.509903, -1.598795, 0.317495], [4.817701, -0.641913, 1.531590], [1.717708, -2.227174, -2.103926], [-0.131799, -0.748937, 1.850652], [0.613050, -1.528869, 1.763486], [-1.109564, -1.098115, 2.157110], [0.202820, 0.136755, 2.383668]], "forces_ev_per_a": [[0.27, -0.29, -1.24], [0.09, 0.01, -0.01], [-0.13, -0.20, -0.05], [0.12, -0.05, 0.01], [0.15, 0.22, 0.11], [-0.03, -0.06, -0.09], [-0.06, 0.08, -0.07], [0.06, 0.00, -0.05], [-0.01, 0.00, 0.01], [-0.05, -0.01, -0.01], [0.07, 0.05, -0.06], [-0.17, -0.30, 0.85], [0.00, 0.01, -0.05], [0.03, -0.05, -0.03], [-0.03, 0.02, 0.01], [0.03, 0.03, 0.00], [-0.09, -0.08, -0.09], [-0.08, 0.05, 0.49], [0.00, 0.00, 0.00], [0.00, 0.00, 0.00], [0.00, 0.00, 0.01], [0.01, 0.00, 0.06], [0.00, 0.00, 0.01], [0.00, 0.00, -0.01], [0.01, 0.00, 0.00], [-0.04, -0.05, 0.06], [0.07, 0.01, -0.01], [0.05, -0.09, -0.03], [0.24, 0.01, 0.11], [-0.33, 0.24, -0.17], [-0.13, -0.07, 0.14], [-0.06, 0.09, 0.01], [-0.02, -0.01, -0.02], [-0.03, -0.01, 0.00], [0.01, 0.02, 0.00], [0.09, 0.43, 0.26], [-0.01, -0.03, -0.08], [-0.04, 0.06, -0.07], [0.03, -0.03, 0.01]], "nbo_charge": [1.1361, -0.4362, 0.6265, -0.6252, 0.6318, -0.4300, 0.1085, -0.1708, -0.0860, -0.2121, 0.0737, -0.4844, 0.1085, -0.1643, -0.0851, -0.2060, 0.0547, -0.4153, 0.2808, 0.2617, 0.2633, 0.2231, 0.2858, 0.2656, 0.2668, 0.2183, -0.5686, 0.2157, -0.2092, 0.1548, -0.3932, -0.0587, 0.4205, 0.4097, 0.2490, -0.3915, 0.2207, 0.2273, 0.2338], "total_charge": 2, "e_above_lowest_kcal_mol": 7.6, "gap_ev": 7.47}

***

{"formula": "C34H69I2N3NbO7", "method": "the ωB97M-V functional and the def2-TZVPD basis", "species": ["C", "C", "C", "C", "C", "Nb", "C", "C", "C", "C", "C", "O", "C", "C", "C", "C", "O", "C", "C", "C", "C", "O", "C", "N", "C", "I", "C", "C", "I", "H", "H", "H", "H", "H", "H", "H", "H", "H", "H", "H", "H", "H", "H", "H", "H", "H", "H", "H", "H", "H", "H", "H", "H", "H", "H", "H", "H", "H", "H", "H", "H", "H", "H", "H", "H", "H", "H", "H", "C", "O", "C", "C", "N", "C", "C", "O", "C", "H", "H", "H", "H", "H", "H", "H", "H", "H", "H", "H", "H", "H", "H", "H", "C", "O", "C", "C", "N", "C", "C", "O", "C", "H", "H", "H", "H", "H", "H", "H", "H", "H", "H", "H", "H", "H", "H", "H"], "coordinates": [[1.483129, -8.008394, -3.897962], [0.879110, -6.826070, -3.942567], [-0.165715, -5.653445, -3.621763], [0.340651, -4.570573, -2.503086], [1.712501, -4.954407, -1.760314], [2.204884, -3.790465, 0.142227], [3.486767, -5.626157, 0.774464], [2.685429, -6.994160, 0.887462], [1.935195, -8.079462, 0.872077], [0.960507, -1.969743, -0.444266], [1.691262, -0.546103, -0.224059], [0.932122, 0.379140, 0.642818], [1.207705, 1.775038, 0.228483], [-0.008252, 2.299888, -0.715652], [0.334587, -4.707076, 1.034338], [0.311041, -5.172333, 2.543829], [1.535004, -5.337383, 3.276986], [1.596929, -6.530081, 4.086352], [1.152423, -6.242982, 5.645670], [2.811529, -2.714680, 2.063856], [1.727786, -2.164987, 3.059745], [0.365215, -1.961263, 2.671776], [2.264945, -0.709572, 3.621514], [3.408653, -0.963460, 4.570359], [4.179400, -2.971030, -0.673233], [5.945139, -3.296582, 0.653438], [4.486080, -2.310187, -1.890080], [5.967045, -1.741070, -2.302486], [2.966225, -2.024707, -3.380892], [1.987311, -9.031661, -4.095332], [-0.323542, -5.083816, -4.629664], [-1.230334, -6.041849, -3.342330], [0.339183, -3.554546, -3.044633], [-0.492469, -4.577520, -1.683194], [2.636316, -4.977975, -2.476233], [1.577307, -6.063013, -1.427020], [4.024431, -5.447567, 1.778798], [4.231060, -5.749449, -0.113922], [1.501644, -9.127532, 0.644863], [-0.046511, -1.904627, 0.149092], [0.578738, -1.972595, -1.549143], [2.787146, -0.649552, 0.133660], [1.757371, -0.000452, -1.254977], [1.240203, 2.477173, 1.161322], [2.244375, 1.879729, -0.281867], [-0.731814, 1.453996, -1.044920], [0.328261, 2.870368, -1.659230], [-0.619161, 3.061034, -0.074385], [-0.530117, -3.941578, 0.871145], [0.037323, -5.620742, 0.366653], [-0.291132, -6.175026, 2.603615], [-0.352476, -4.419923, 3.149378], [1.083095, -7.458393, 3.646516], [2.729103, -6.810696, 4.162176], [2.076199, -6.376847, 6.348367], [0.862573, -5.134112, 5.721297], [0.359063, -6.979203, 6.029333], [3.485362, -3.479547, 2.638424], [3.540915, -1.833426, 1.813707], [1.721449, -2.835674, 4.018475], [-0.298198, -2.217269, 3.350129], [2.519072, 0.018326, 2.760434], [1.387690, -0.289595, 4.267080], [4.292920, -0.784281, 4.066703], [3.336805, -0.236374, 5.313040], [6.529050, -1.267378, -1.424433], [5.817218, -0.879811, -3.079670], [6.508489, -2.607812, -2.824966], [-5.857525, 4.790314, 4.959625], [-5.750723, 4.394820, 3.599782], [-4.948548, 5.275198, 2.810809], [-3.623695, 4.610498, 2.425561], [-2.744969, 4.458241, 3.586651], [-1.594181, 3.580581, 3.349362], [-1.877764, 2.109220, 2.997782], [-2.445891, 1.354411, 4.065426], [-3.850514, 1.489199, 4.204139], [-6.636568, 4.185453, 5.426282], [-4.922356, 4.607869, 5.492160], [-6.136439, 5.845769, 5.045945], [-4.786441, 6.241851, 3.304574], [-5.513007, 5.468869, 1.892953], [-3.118341, 5.220663, 1.670509], [-3.861851, 3.640261, 1.977800], [-3.277314, 4.076339, 4.360836], [-0.999880, 3.593396, 4.270111], [-0.967416, 4.021974, 2.566349], [-0.911558, 1.639062, 2.783636], [-2.469625, 1.996310, 2.083206], [-4.354095, 1.637813, 3.243707], [-4.081957, 2.308129, 4.888274], [-4.238314, 0.574537, 4.656732], [-3.427068, 7.690177, -5.002020], [-3.441761, 6.536747, -5.830889], [-2.592437, 6.644923, -6.974330], [-1.373811, 5.727288, -6.839059], [-0.453492, 6.210081, -5.807683], [0.576782, 5.238290, -5.428985], [0.111403, 3.907472, -4.810997], [-0.474953, 4.036523, -3.518942], [-1.846543, 4.398008, -3.524377], [-4.241030, 7.597631, -4.281378], [-2.489498, 7.758360, -4.447235], [-3.581433, 8.602502, -5.587617], [-2.296048, 7.682682, -7.173302], [-3.182577, 6.304719, -7.831326], [-0.846940, 5.681089, -7.797154], [-1.743576, 4.724145, -6.603381], [-0.980730, 6.449828, -4.975089], [1.219708, 5.738101, -4.695598], [1.203813, 5.028111, -6.302616], [1.005401, 3.290766, -4.666961], [-0.539909, 3.333591, -5.478806], [-2.383991, 3.990330, -4.386269], [-1.946919, 5.484531, -3.489732], [-2.306632, 4.004847, -2.615784]], "forces_ev_per_a": [[-3.06, 5.72, -1.00], [1.54, -6.36, 1.38], [0.52, 0.08, -1.17], [-0.38, -0.70, 0.26], [-0.04, -0.81, -1.25], [-1.64, -0.09, 0.26], [-0.33, -2.64, 0.33], [-3.03, -4.19, -0.60], [3.80, 4.42, -0.62], [-1.42, 1.80, -0.35], [0.15, 0.37, -1.43], [1.42, 1.14, -1.07], [-0.53, 0.13, 0.05], [-0.23, 0.61, 0.26], [-0.91, -0.71, 0.03], [-2.88, -0.39, 0.73], [-0.36, -1.38, -0.24], [1.49, -0.34, 1.40], [0.84, -0.05, -0.18], [0.86, 0.39, 0.62], [1.25, 1.09, 3.08], [-0.46, -0.33, -0.67], [-1.27, -0.81, 0.36], [-0.19, 1.41, -0.37], [1.29, 1.54, -3.16], [-0.47, 0.38, -0.75], [1.73, -0.76, 2.96], [-1.58, 0.53, -0.98], [0.87, -0.05, 0.45], [-1.06, 2.61, 0.51], [0.35, -1.05, 1.71], [2.19, 0.14, -0.46], [0.18, -1.49, 1.13], [1.44, 0.28, -1.49], [-1.70, 0.07, 0.90], [0.31, 1.76, -0.34], [-0.71, -0.37, -1.74], [-1.07, 0.00, 1.66], [1.00, 2.58, 0.72], [1.96, -0.20, -0.70], [0.78, -0.11, 1.80], [-1.77, 0.23, -0.24], [-0.01, -1.10, 1.56], [-0.06, -1.54, -1.40], [-1.73, -0.35, 0.73], [1.46, 1.27, 0.71], [-0.40, -0.97, 1.55], [0.85, -1.34, -1.21], [1.58, -1.18, 0.45], [0.77, 1.43, 1.13], [1.14, 1.57, -0.10], [1.15, -1.15, -1.02], [0.45, 1.66, 0.40], [-1.97, 0.55, -0.44], [-1.59, 0.22, -1.32], [0.07, -1.78, -0.02], [0.90, 1.36, -0.65], [-1.31, 1.37, -0.90], [-1.27, -1.47, 0.32], [0.16, 1.06, -1.75], [1.32, 0.13, -0.49], [-0.55, -1.19, 1.26], [1.46, -0.50, -1.28], [-0.60, -0.22, 0.49], [0.34, -0.77, -0.80], [-0.86, -1.18, -1.16], [0.24, -1.68, 1.27], [-0.49, 1.38, 0.98], [-0.10, -0.24, -0.26], [0.05, 0.45, 0.32], [0.20, -0.35, -0.48], [-0.21, 0.08, 0.60], [-0.09, 0.01, -0.21], [-0.17, -0.19, 0.28], [0.56, 0.03, 0.11], [-0.21, 0.20, -0.33], [0.28, -0.18, 0.20], [0.03, 0.00, -0.11], [0.06, 0.16, 0.16], [0.07, -0.03, 0.03], [0.04, -0.21, 0.12], [0.03, 0.01, 0.02], [0.01, -0.01, 0.02], [-0.11, 0.04, -0.20], [0.05, 0.06, -0.16], [0.01, -0.07, -0.13], [-0.09, -0.06, -0.05], [-0.10, -0.03, 0.04], [-0.15, 0.05, 0.07], [0.05, 0.10, 0.06], [-0.25, 0.10, -0.08], [0.10, -0.03, -0.05], [-0.15, -0.32, -0.05], [0.15, 0.52, -0.04], [0.11, -0.58, -0.15], [-0.16, 0.46, 0.40], [-0.08, -0.18, -0.14], [-0.16, 0.10, 0.30], [0.45, 0.07, 0.14], [-0.13, 0.00, -0.58], [0.17, -0.03, 0.31], [0.03, -0.08, -0.09], [0.09, 0.22, 0.03], [0.07, -0.02, 0.05], [0.03, -0.10, 0.22], [0.04, 0.02, 0.01], [0.01, 0.01, 0.02], [-0.13, -0.08, -0.18], [0.05, -0.04, -0.16], [-0.01, -0.14, -0.06], [-0.10, -0.06, 0.00], [-0.07, 0.07, 0.05], [-0.15, 0.12, 0.02], [0.08, 0.10, -0.01], [-0.23, 0.05, -0.14], [0.12, -0.08, -0.01]], "mulliken_charge": [-0.2551, -0.2287, -0.4815, 0.0301, -0.3407, -1.2904, -0.2304, -0.2967, -0.7502, -0.4269, -0.2366, 0.0217, -0.5792, -0.3965, -0.4160, -0.7572, 0.0075, -0.3577, -0.9271, -0.7361, 0.6150, -0.4517, -0.3938, -0.6619, 0.1719, -0.1389, 0.0368, -1.1649, -0.0433, 0.3202, 0.2315, 0.2992, 0.0333, 0.0042, 0.4181, 0.2496, 0.2610, 0.5121, 0.3025, 0.1536, 0.2163, -0.0407, 0.3964, 0.2744, 0.4454, 0.2752, 0.0549, 0.0159, 0.1901, 0.5475, 0.3801, -0.0358, 0.3866, 0.1947, 0.2673, 0.2340, 0.2549, 0.1122, 0.4877, 0.0671, 0.2922, 0.1137, 0.3074, 0.2518, 0.2586, 0.3790, 0.3058, 0.2832, -0.7159, -0.3309, -0.8428, -0.1082, -0.3659, -0.8578, 0.0111, -0.4508, -0.5543, 0.2310, 0.3042, 0.3340, 0.4074, 0.3884, 0.3700, 0.1711, 0.1449, 0.3308, 0.4314, 0.0859, 0.2430, 0.2807, 0.1456, 0.3277, -0.7090, -0.3267, -0.8086, -0.1807, -0.3397, -0.7871, -0.4707, -0.3319, -0.6344, 0.2336, 0.3015, 0.3315, 0.3941, 0.3896, 0.3984, 0.1594, 0.0879, 0.3902, 0.3924, 0.3602, 0.3490, 0.3006, 0.1759, 0.3214], "total_charge": -1, "gap_ev": 6.69}

***

| no. | E (eV) |
| --- | --- |
| 1 | -11407.3662 |
| 2 | -9340.1112 |
| 3 | -34222.6558 |
| 4 | -72912.3036 |